Here is C36H26Br2N3P2S2SeV as an isolated structure from OMol25. Energies are from wB97M-V/def2-TZVPD.

```
73
Properties=species:S:1:pos:R:3
V 0.02 0.56 0.10
S 0.73 1.43 2.28
P 2.41 0.89 1.32
C 1.87 -0.07 -0.01
P 2.13 -0.06 -1.72
S 0.39 0.52 -2.50
C 2.42 -1.74 -2.31
C 2.62 -1.90 -3.68
C 2.75 -3.17 -4.21
C 2.67 -4.28 -3.37
C 2.44 -4.12 -2.02
C 2.32 -2.84 -1.48
C 3.63 0.85 -2.22
C 3.61 2.14 -2.74
C 4.81 2.79 -2.97
C 6.01 2.17 -2.69
C 6.03 0.88 -2.19
C 4.84 0.22 -1.95
C 3.43 -0.14 2.42
C 3.64 0.32 3.72
C 4.41 -0.42 4.59
C 4.97 -1.61 4.16
C 4.76 -2.07 2.88
C 3.98 -1.34 2.00
C 3.48 2.35 1.05
C 3.00 3.65 1.17
C 3.83 4.72 0.89
C 5.14 4.49 0.51
C 5.64 3.20 0.44
C 4.81 2.13 0.70
H 2.65 -1.02 -4.32
H 2.92 -3.30 -5.26
H 2.77 -5.27 -3.79
H 2.35 -4.97 -1.37
H 2.12 -2.70 -0.42
H 2.66 2.62 -2.98
H 4.80 3.79 -3.38
H 6.94 2.69 -2.88
H 6.97 0.39 -1.99
H 4.83 -0.79 -1.56
H 3.17 1.25 4.03
H 4.57 -0.08 5.60
H 5.57 -2.20 4.85
H 5.18 -3.02 2.56
H 3.79 -1.69 0.99
H 1.98 3.81 1.51
H 3.46 5.73 0.97
H 5.78 5.33 0.28
H 6.68 3.03 0.21
H 5.18 1.11 0.66
Br -6.65 0.43 0.27
C -4.76 0.37 0.13
C -4.09 -0.84 0.01
C -2.71 -0.81 -0.08
N -1.98 0.31 -0.04
C -2.65 1.49 0.02
C -4.04 1.55 0.12
C -1.80 2.64 -0.12
C -2.22 3.97 -0.14
C -1.30 4.96 -0.40
Br -1.80 6.79 -0.43
C 0.03 4.61 -0.67
C 0.37 3.28 -0.62
N -0.50 2.32 -0.31
H -4.61 -1.78 -0.01
H -2.18 -1.74 -0.20
H -4.55 2.50 0.18
H -3.26 4.22 0.04
H 0.76 5.36 -0.91
H 1.38 2.96 -0.83
Se 0.04 -1.73 1.38
C -0.40 -2.96 0.15
N -0.72 -3.75 -0.63
```

Strongest force on any atom: 0.088 hartree/bohr
2S+1: 3
Total charge: 0
<S²>: 2.073
LUMO level (spin up / spin down): -1.13 / -1.39 eV
Kohn-Sham gap (spin up / spin down): 5.693 / 5.439 eV
E_HOMO (spin up / spin down): -6.8 / -6.8 eV
Molecular weight: 916.4 g mol⁻¹


Here is C36H26BrClN5O6SSiY as an isolated structure from OMol25. Energies are from wB97M-V/def2-TZVPD.

```
78
Properties=species:S:1:pos:R:3
Y -1.24 0.40 0.33
O -2.42 -3.30 4.92
C -1.79 -4.11 4.03
O -1.52 -5.26 4.23
C -1.39 -3.41 2.76
C -0.81 -4.04 1.66
Cl -0.49 -5.65 1.16
N -0.57 -3.10 0.75
N -0.98 -1.91 1.16
C -1.42 -2.07 2.38
C -1.82 -0.82 3.14
O -2.30 -0.88 4.27
O -1.62 0.27 2.47
C -0.16 -3.29 -0.61
C 1.19 -3.06 -0.90
C 1.64 -3.20 -2.21
C 0.79 -3.57 -3.22
C -0.56 -3.94 -2.86
C -0.99 -3.85 -1.58
H -2.37 -2.34 4.82
H 1.81 -2.69 -0.10
H 2.70 -2.95 -2.39
H 1.12 -3.62 -4.26
H -1.24 -4.25 -3.69
H -2.02 -4.13 -1.29
N -0.98 2.60 -2.31
C -0.97 3.28 -1.14
N -1.25 2.87 0.05
C -1.00 3.89 1.03
C -0.91 3.69 2.38
C -0.53 4.72 3.18
C -0.35 6.02 2.65
C -0.32 6.23 1.30
C -0.68 5.16 0.49
S -0.49 4.99 -1.26
H -0.72 3.03 -3.13
H -0.85 1.57 -2.36
H -0.96 2.67 2.80
H -0.43 4.46 4.25
H -0.07 6.84 3.29
H -0.10 7.21 1.02
C 3.20 5.12 -0.07
C 3.23 4.34 -1.23
C 2.93 2.96 -1.20
C 2.46 2.38 -0.02
C 2.30 3.21 1.05
C 2.69 4.57 1.12
Si 1.70 0.56 0.02
C 2.66 -0.66 1.15
C 3.87 -1.27 0.74
C 4.37 -2.28 1.50
C 3.80 -2.75 2.63
C 2.65 -2.12 3.08
C 2.08 -1.06 2.37
H 3.53 6.09 -0.12
H 3.62 4.71 -2.16
H 3.02 2.34 -2.06
H 1.84 2.77 1.93
H 2.44 5.22 2.00
H 2.17 0.14 -1.38
H 4.41 -0.95 -0.16
H 5.35 -2.64 1.21
H 4.24 -3.58 3.22
H 2.21 -2.35 4.05
H 1.29 -0.51 2.81
Br -6.27 -3.11 -4.70
C -4.74 -2.16 -4.38
C -3.90 -1.99 -5.47
N -2.78 -1.25 -5.42
C -2.35 -0.89 -4.23
C -3.11 -1.14 -3.05
C -4.35 -1.78 -3.12
C -2.51 -0.65 -1.80
O -3.21 -0.57 -0.73
O -1.34 -0.20 -1.86
H -4.20 -2.42 -6.44
H -1.35 -0.44 -4.23
H -4.92 -2.13 -2.23
```

Strongest force on any atom: 0.061 hartree/bohr
Relative energy (zero: lowest compared OMol25 entry of this formula, charge and spin): 16.1 kcal per mole
Total charge: 0
LUMO level: -0.61 eV
Kohn-Sham gap: 7.134 eV
E_HOMO: -7.7 eV
Molecular weight: 889.0 g mol⁻¹